No. 1
{"formula": "C11H12ClNOS", "method": "ωB97M-V/def2-TZVPD", "smiles": "O=C(c1ccc(Cl)cc1)N1CCSCC1", "fmax_ev_per_a": 0.5, "relative_energy_kcal_mol": 0.00, "e_tot_ha": -1414.7567, "homo_lumo_gap_ev": 9.5, "total_charge": 0, "species": ["O", "C", "C", "C", "C", "C", "Cl", "C", "C", "N", "C", "C", "S", "C", "C", "H", "H", "H", "H", "H", "H", "H", "H", "H", "H", "H", "H"], "positions_angstrom": [[-0.696749, -0.046957, 2.387464], [-0.227791, -0.141941, 1.270742], [0.926071, 0.707626, 0.829193], [0.693368, 1.834938, 0.047833], [1.739080, 2.668810, -0.303450], [3.020985, 2.371610, 0.132935], [4.332907, 3.406553, -0.309947], [3.264968, 1.258790, 0.921988], [2.212560, 0.431974, 1.272731], [-0.710369, -1.019444, 0.356538], [-1.932276, -1.735710, 0.651543], [-3.137359, -1.018201, 0.040910], [-2.683529, -0.182360, -1.525597], [-1.327626, -1.297873, -2.000352], [-0.190622, -1.206596, -0.979631], [-0.309373, 2.061009, -0.284465], [1.562719, 3.543989, -0.908638], [4.266399, 1.045942, 1.261301], [2.389576, -0.431084, 1.896452], [-2.042507, -1.771882, 1.737931], [-1.844550, -2.755717, 0.267296], [-3.953782, -1.712501, -0.158132], [-3.489287, -0.223154, 0.695885], [-1.736956, -2.305388, -2.073249], [-0.993027, -0.981558, -2.985630], [0.463725, -0.369012, -1.224255], [0.403445, -2.131864, -1.017396]], "forces_ev_per_a": [[-0.08, 0.17, 0.35], [0.14, -0.11, -0.23], [0.08, 0.26, 0.16], [0.06, -0.12, 0.11], [0.09, 0.02, 0.01], [-0.17, -0.16, 0.07], [0.15, 0.12, -0.05], [0.04, 0.09, -0.06], [-0.20, 0.00, -0.08], [-0.04, -0.19, 0.03], [-0.10, 0.00, 0.33], [0.00, 0.12, -0.42], [0.06, -0.08, -0.05], [-0.41, 0.25, 0.22], [0.28, -0.09, -0.25], [-0.11, -0.01, -0.05], [0.02, 0.09, -0.05], [0.10, 0.01, 0.01], [0.03, -0.08, 0.08], [0.01, -0.12, -0.18], [-0.01, 0.07, 0.04], [0.01, -0.01, 0.14], [-0.02, -0.05, 0.06], [0.13, -0.03, -0.09], [0.02, -0.08, -0.03], [-0.08, -0.18, -0.02], [-0.01, 0.11, -0.05]]}

No. 2
{"formula": "C3H5F3S", "method": "ωB97M-V/def2-TZVPD", "smiles": "FC[C@H](S)C(F)F", "fmax_ev_per_a": 3.1, "relative_energy_kcal_mol": 3.81, "e_tot_ha": -815.0751, "homo_lumo_gap_ev": 10.4, "total_charge": 0, "species": ["F", "C", "C", "S", "C", "F", "F", "H", "H", "H", "H", "H"], "positions_angstrom": [[-0.635604, -0.251529, -2.182225], [-0.746684, 0.419313, -0.955628], [0.403284, -0.233397, -0.127188], [0.214469, -1.977643, 0.229498], [0.497686, 0.387786, 1.301640], [-0.722527, 0.264120, 1.864697], [0.708601, 1.739672, 1.125298], [-0.586821, 1.515241, -1.003799], [-1.718919, 0.301795, -0.502249], [1.299067, 0.153450, -0.638194], [0.024381, -2.384570, -1.066686], [1.263068, 0.065762, 1.954836]], "forces_ev_per_a": [[-0.59, 0.88, 0.19], [1.20, -0.40, 0.92], [-0.10, 1.78, 1.10], [0.03, -0.63, -1.34], [-1.32, 1.28, -2.45], [-0.18, -0.06, 0.74], [0.06, 0.03, 0.16], [0.22, -0.65, -0.67], [-0.38, -0.60, -0.16], [0.15, -1.02, 0.08], [0.16, 0.21, 0.76], [0.74, -0.83, 0.66]]}